[1]
13 unconnected molecules or ions with the total composition C30H86O13 at a distorted geometry. Source: the OMol25 dataset; level of theory: ωB97M-V/def2-TZVPD.

```
! RIJCOSX wB97M-V def2-TZVPD def2/J DEFGRID3
* xyz 0 1
C 5.082 3.282 2.470
C 3.986 2.170 2.309
O 4.601 0.958 1.926
H 5.838 2.925 3.170
H 4.608 4.167 2.894
H 5.554 3.523 1.517
H 3.193 2.444 1.613
H 3.405 2.070 3.226
H 4.967 0.534 2.706
C 0.660 0.582 0.230
C -0.161 -0.718 0.119
O -0.660 -0.873 -1.218
H 1.520 0.575 -0.440
H 0.979 0.744 1.259
H 0.030 1.453 0.049
H -0.996 -0.677 0.818
H 0.464 -1.592 0.303
H -0.005 -1.328 -1.753
C 3.384 -2.205 -0.297
C 4.855 -2.210 0.092
O 5.230 -3.556 0.171
H 2.761 -2.755 0.409
H 3.423 -2.715 -1.260
H 2.984 -1.221 -0.539
H 4.956 -1.740 1.071
H 5.517 -1.674 -0.587
H 4.832 -3.791 1.012
C -4.218 -0.891 0.262
C -5.341 -1.205 -0.739
O -5.385 -2.559 -0.934
H -3.963 0.169 0.260
H -3.286 -1.320 -0.106
H -4.411 -1.289 1.258
H -5.026 -0.720 -1.663
H -6.272 -0.770 -0.377
H -4.796 -2.771 -1.662
C 1.835 -0.190 -3.613
C 0.815 -1.298 -3.941
O 0.965 -2.216 -2.838
H 1.417 0.613 -3.006
H 2.119 0.322 -4.532
H 2.768 -0.506 -3.146
H 0.961 -1.696 -4.946
H -0.250 -1.070 -3.901
H 0.719 -3.071 -3.199
C 1.488 -1.630 3.466
C 1.846 -1.722 4.961
O 3.164 -2.171 5.059
H 2.067 -0.838 2.990
H 0.424 -1.403 3.404
H 1.685 -2.534 2.890
H 1.174 -2.465 5.391
H 1.688 -0.739 5.404
H 3.309 -2.428 5.973
C -2.076 -3.581 -2.272
C -3.250 -4.276 -2.877
O -4.212 -3.337 -3.205
H -1.475 -3.016 -2.985
H -1.480 -4.340 -1.765
H -2.296 -2.904 -1.447
H -3.600 -5.012 -2.153
H -2.944 -4.824 -3.768
H -4.832 -3.698 -3.843
C -3.265 4.172 0.464
C -2.876 3.112 -0.513
O -1.694 3.412 -1.247
H -2.625 4.266 1.341
H -4.320 4.070 0.718
H -3.159 5.144 -0.020
H -3.707 2.929 -1.195
H -2.709 2.167 0.004
H -1.447 2.714 -1.858
C 5.547 1.784 -2.847
C 4.871 1.803 -1.530
O 5.810 1.466 -0.570
H 4.838 2.109 -3.608
H 5.901 0.775 -3.054
H 6.470 2.357 -2.935
H 4.069 1.067 -1.474
H 4.480 2.801 -1.331
H 5.303 1.296 0.228
C -3.468 2.199 -4.096
C -2.999 1.018 -3.236
C -2.969 -0.275 -4.107
O -1.706 1.224 -2.763
H -3.544 3.105 -3.495
H -4.463 1.985 -4.487
H -2.824 2.315 -4.968
H -3.704 0.878 -2.416
H -2.930 -1.152 -3.460
H -2.216 -0.324 -4.894
H -3.949 -0.353 -4.579
H -1.412 0.394 -2.381
C -0.597 -6.211 1.523
C -0.818 -4.867 2.146
C -1.407 -3.787 1.310
O -1.660 -5.029 3.257
H -0.203 -6.891 2.278
H 0.132 -6.139 0.715
H -1.550 -6.616 1.181
H 0.136 -4.464 2.486
H -0.780 -3.542 0.453
H -1.517 -2.877 1.901
H -2.367 -4.099 0.900
H -2.442 -5.517 2.987
C 1.761 3.741 -0.996
C 1.171 4.750 -0.007
C 0.716 6.051 -0.712
O 0.057 4.155 0.613
H 2.308 2.962 -0.465
H 2.453 4.362 -1.566
H 0.976 3.344 -1.638
H 1.967 4.998 0.695
H 1.545 6.431 -1.309
H 0.388 6.808 0.001
H -0.097 5.848 -1.409
H -0.633 3.989 -0.033
C -0.881 1.481 4.103
C -2.272 1.636 4.626
C -3.295 1.626 3.451
O -2.462 0.479 5.428
H -0.495 2.231 3.412
H -0.773 0.511 3.618
H -0.206 1.331 4.945
H -2.326 2.533 5.242
H -3.246 2.485 2.783
H -4.335 1.678 3.771
H -3.146 0.706 2.886
H -1.744 0.464 6.065
*
```

Output
relative energy (zero: lowest compared OMol25 entry of this formula, charge and spin)	2.428	eV
HOMO energy	-9.32	eV

Atomic partial charges in e from the Mulliken method, atoms 1 to 99: -1.159 0.156 -0.435 0.366 0.405 0.249 -0.367 0.501 0.255 0.664 -0.495 1.998 -0.732 0.264 -0.383 0.081 -0.011 -0.617 0.144 -0.562 -0.588 0.095 0.263 -0.303 0.314 0.272 0.369 0.046 -0.264 -0.622 -0.012 -0.438 0.393 0.055 0.381 0.352 -0.822 -0.069 -0.535 -0.029 0.534 0.172 0.603 -0.179 0.207 0.081 -0.632 -0.533 -0.084 0.071 0.104 0.396 0.270 0.306 0.365 -0.896 -0.491 -0.049 0.491 -0.541 0.328 0.451 0.251 -1.867 0.732 -0.400 0.322 0.477 0.434 0.386 -0.366 0.502 -1.573 0.975 -0.607 0.351 0.348 0.383 -0.323 0.140 0.307 -1.764 1.510 -1.610 -0.625 0.330 0.429 0.388 -0.294 0.288 0.325 0.505 -0.129 -1.529 0.540 -0.192 -0.579 0.397 0.344

---

[2]
12 unconnected molecules or ions with the total composition C30H87N3O12 at a distorted geometry. Source: the OMol25 dataset; level of theory: ωB97M-V/def2-TZVPD.

```
! RIJCOSX wB97M-V def2-TZVPD def2/J DEFGRID3
* xyz 0 1
C -12.417 -0.206 16.146
C -11.349 0.463 15.248
O -10.933 1.821 15.603
H -12.477 -1.268 15.803
H -13.416 0.247 16.122
H -12.096 -0.269 17.204
H -11.755 0.519 14.246
H -10.472 -0.162 15.207
H -10.506 1.752 16.493
C -15.566 3.023 17.047
C -16.879 2.981 16.276
O -17.778 2.054 16.909
H -15.665 3.072 18.123
H -14.983 3.898 16.766
H -14.863 2.197 16.814
H -16.635 2.677 15.254
H -17.278 3.996 16.236
H -18.623 2.046 16.442
C -17.033 -5.279 13.800
C -17.149 -4.698 15.184
O -15.940 -4.159 15.746
H -16.431 -6.213 13.832
H -16.557 -4.576 13.079
H -18.060 -5.546 13.481
H -17.561 -5.415 15.937
H -17.875 -3.897 15.106
H -15.467 -3.608 15.071
C -21.169 -0.561 10.691
C -19.702 -0.591 10.181
O -19.577 -0.621 8.789
H -21.655 0.290 10.217
H -21.191 -0.353 11.788
H -21.571 -1.552 10.498
H -19.136 -1.393 10.661
H -19.158 0.259 10.533
H -20.097 -1.307 8.339
C -15.544 -0.735 10.200
C -15.724 -2.176 9.679
O -15.672 -3.117 10.716
H -15.659 -0.020 9.380
H -14.607 -0.556 10.697
H -16.351 -0.515 10.953
H -14.948 -2.375 8.909
H -16.752 -2.198 9.296
H -14.732 -3.195 10.968
C -17.592 -1.139 14.089
C -16.457 -0.267 14.706
O -15.500 0.182 13.789
H -18.421 -1.359 14.750
H -17.138 -2.075 13.676
H -17.984 -0.640 13.184
H -15.889 -0.840 15.412
H -16.852 0.631 15.198
H -15.955 0.846 13.248
C -19.228 -4.152 10.865
C -20.100 -3.591 12.001
O -21.442 -3.922 11.640
H -18.174 -3.864 10.921
H -19.559 -3.807 9.887
H -19.274 -5.252 10.785
H -20.005 -2.517 12.046
H -19.716 -3.949 12.943
H -22.013 -3.847 12.408
C -21.189 0.851 14.405
C -20.946 2.388 14.394
O -19.651 2.685 14.908
H -22.230 0.549 14.231
H -21.001 0.415 15.410
H -20.514 0.347 13.725
H -21.739 2.871 14.969
H -21.020 2.760 13.337
H -19.436 3.632 14.770
C -20.943 -3.316 15.704
C -20.326 -2.860 16.978
O -19.629 -1.619 16.678
H -21.560 -4.161 15.898
H -20.224 -3.590 14.940
H -21.532 -2.535 15.273
H -19.676 -3.663 17.396
H -21.098 -2.663 17.726
H -18.889 -1.443 17.296
C -17.259 4.331 10.786
C -16.787 2.897 11.131
C -15.240 2.924 11.275
O -14.900 3.749 12.354
C -13.526 3.494 12.674
N -17.288 2.280 12.362
H -16.639 4.603 9.921
H -17.089 5.025 11.561
H -18.338 4.319 10.593
H -16.964 2.274 10.265
H -14.683 3.374 10.458
H -14.896 1.891 11.465
H -13.165 3.955 13.556
H -12.931 3.769 11.826
H -13.343 2.415 12.829
H -17.049 2.880 13.148
H -18.299 2.190 12.372
C -14.988 -1.281 18.557
C -16.357 -1.776 18.048
C -16.690 -3.104 18.806
O -16.777 -2.866 20.193
C -17.025 -4.047 20.864
N -17.467 -0.848 18.235
H -14.728 -0.327 18.060
H -14.206 -2.007 18.375
H -14.990 -1.122 19.613
H -16.305 -2.053 16.989
H -15.890 -3.808 18.587
H -17.678 -3.474 18.510
H -16.853 -3.986 21.960
H -16.321 -4.824 20.608
H -18.062 -4.455 20.729
H -17.595 -0.575 19.225
H -17.345 0.018 17.738
C -13.120 -4.697 13.528
C -12.975 -3.172 13.581
C -12.265 -2.524 12.336
O -12.889 -2.849 11.133
C -12.177 -2.419 10.025
N -14.327 -2.637 13.705
H -12.094 -5.116 13.429
H -13.704 -5.157 12.752
H -13.498 -5.036 14.491
H -12.369 -2.862 14.440
H -11.208 -2.872 12.393
H -12.286 -1.430 12.469
H -12.600 -3.016 9.233
H -11.122 -2.609 10.208
H -12.346 -1.345 9.861
H -14.885 -2.932 12.916
H -14.411 -1.608 13.634
*
```

Output
relative energy (zero: lowest compared OMol25 entry of this formula, charge and spin)	0.606	eV
HOMO energy	-9.08	eV
SMILES string	COC[C@H](C)N.COC[C@H](C)N.COC[C@H](C)N.CCO.CCO.CCO.CCO.CCO.CCO.CCO.CCO.CCO

Atomic partial charges in e from the Mulliken method, atoms 1 to 99: 0.118 -0.382 -0.556 -0.197 -0.356 0.535 0.045 0.378 0.324 -1.289 0.733 -0.599 0.345 0.443 0.019 -0.603 0.506 0.314 -0.799 0.495 -0.506 0.333 -0.143 0.427 0.501 -0.554 0.035 -0.906 1.225 -0.620 0.389 -0.047 0.380 -0.571 -0.132 0.355 -0.238 -0.677 -0.315 0.524 0.086 -0.218 0.215 0.379 0.300 1.183 0.736 0.861 -0.021 -0.590 -0.304 -0.153 -0.902 -0.699 -1.163 1.702 -0.632 0.070 0.353 0.392 -0.463 -0.600 0.332 -0.258 -0.571 -0.408 0.536 0.157 -0.406 0.390 0.298 0.222 -0.876 -0.111 -0.461 0.518 -0.104 0.271 0.083 0.398 0.415 -1.753 0.244 -0.193 -0.389 -0.659 -0.209 0.407 0.345 0.427 0.339 0.729 -0.270 0.314 0.402 0.092 0.092 -0.017 -1.682

---

[3]
12 unconnected molecules or ions with the total composition C30H89N5O12 at a distorted geometry. Source: the OMol25 dataset; level of theory: ωB97M-V/def2-TZVPD.

```
! RIJCOSX wB97M-V def2-TZVPD def2/J DEFGRID3
* xyz 0 1
C 0.238 6.140 0.336
C -0.923 5.258 0.766
O -0.965 5.233 2.252
H 0.090 7.177 0.663
H 0.248 6.205 -0.777
H 1.091 5.720 0.837
H -0.759 4.255 0.387
H -1.875 5.671 0.455
H -1.885 5.091 2.467
C -3.316 4.214 -2.812
C -2.386 3.119 -3.349
O -1.566 3.524 -4.411
H -2.827 5.153 -2.557
H -3.905 3.854 -1.983
H -4.137 4.500 -3.496
H -2.997 2.219 -3.717
H -1.755 2.714 -2.524
H -0.694 3.147 -4.282
C 2.576 5.275 3.914
C 1.629 4.863 5.043
O 0.590 3.970 4.563
H 3.125 4.393 3.572
H 3.319 6.013 4.189
H 2.018 5.660 3.045
H 1.146 5.732 5.528
H 2.194 4.307 5.801
H 0.239 4.328 3.747
C -3.584 0.139 3.928
C -3.506 -0.344 5.338
O -2.340 -1.101 5.652
H -2.693 0.695 3.647
H -4.334 0.950 3.761
H -3.745 -0.706 3.220
H -4.435 -0.917 5.486
H -3.555 0.546 6.062
H -1.619 -0.468 5.545
C 0.816 -3.245 1.403
C 1.332 -4.430 2.244
O 0.464 -5.586 2.162
H -0.091 -2.793 1.821
H 0.563 -3.451 0.331
H 1.557 -2.435 1.290
H 1.415 -4.032 3.274
H 2.337 -4.696 1.841
H -0.440 -5.262 2.310
C 2.457 0.968 4.411
C 1.203 0.075 4.222
C 1.233 -1.123 5.155
O 2.292 -2.021 4.933
C 3.455 -1.793 5.726
N 0.017 0.846 4.628
H 2.410 1.288 5.424
H 2.354 1.904 3.851
H 3.390 0.319 4.275
H 1.039 -0.231 3.156
H 0.250 -1.549 5.041
H 1.189 -0.702 6.205
H 4.277 -1.348 5.115
H 3.746 -2.749 6.178
H 3.292 -1.095 6.521
H 0.246 1.773 4.966
H -0.610 1.096 3.848
C -2.422 -4.848 -2.609
C -1.502 -3.662 -2.841
C -0.071 -4.057 -2.391
O 0.731 -2.863 -2.203
C 2.099 -3.178 -2.230
N -1.655 -3.203 -4.230
H -3.454 -4.548 -2.635
H -2.218 -5.104 -1.586
H -2.178 -5.686 -3.269
H -1.826 -2.924 -2.126
H 0.421 -4.766 -3.060
H -0.151 -4.575 -1.443
H 2.273 -3.982 -1.501
H 2.751 -2.304 -1.992
H 2.409 -3.547 -3.245
H -1.113 -2.372 -4.497
H -2.654 -3.044 -4.501
C 0.960 1.712 0.795
C 0.359 0.461 0.090
C -1.124 0.731 -0.164
O -1.680 -0.319 -0.949
C -3.023 -0.081 -1.369
N 1.005 0.233 -1.158
H 0.723 2.560 0.141
H 2.046 1.501 0.866
H 0.562 1.850 1.802
H 0.527 -0.403 0.737
H -1.261 1.677 -0.660
H -1.684 0.808 0.784
H -3.101 0.755 -2.050
H -3.734 -0.053 -0.546
H -3.247 -0.992 -1.941
H 2.020 0.118 -0.998
H 0.768 -0.594 -1.657
C -5.652 -0.506 -4.703
C -4.809 -1.512 -5.466
C -3.370 -0.950 -5.744
O -3.570 0.260 -6.465
C -2.411 0.656 -7.180
N -4.810 -2.810 -4.835
H -5.629 0.351 -5.365
H -5.283 -0.117 -3.788
H -6.682 -0.729 -4.458
H -5.272 -1.622 -6.504
H -2.780 -1.635 -6.339
H -2.845 -0.683 -4.818
H -1.546 0.894 -6.547
H -2.667 1.532 -7.760
H -2.041 -0.165 -7.786
H -5.724 -3.002 -4.392
H -4.715 -3.489 -5.585
C 5.499 -2.535 0.346
C 5.454 -1.416 1.349
C 4.224 -0.490 1.217
O 3.819 -0.093 -0.076
C 4.881 0.574 -0.755
N 5.334 -1.930 2.699
H 6.315 -3.291 0.526
H 5.502 -2.212 -0.669
H 4.594 -3.149 0.505
H 6.303 -0.765 1.277
H 4.429 0.387 1.820
H 3.312 -0.934 1.601
H 5.610 -0.180 -1.203
H 5.376 1.326 -0.094
H 4.381 1.078 -1.597
H 6.101 -2.587 3.010
H 4.468 -2.479 2.604
O 0.334 1.501 -3.603
H 0.466 1.190 -2.652
H 1.274 1.340 -3.972
O 0.769 -1.191 -4.469
H 0.506 -1.859 -3.851
H 0.400 -0.319 -4.275
*
```

Output
relative energy (zero: lowest compared OMol25 entry of this formula, charge and spin)	0.000	eV
HOMO energy	-8.59	eV
SMILES string	COC[C@H](C)N.COC[C@H](C)N.COC[C@H](C)N.COC[C@H](C)N.COC[C@H](C)N.CCO.CCO.CCO.CCO.CCO.O.O

Atomic partial charges in e from the Mulliken method, atoms 1 to 99: -1.135 0.315 -0.528 0.356 0.349 0.200 -0.264 0.456 0.261 -1.338 1.541 -0.642 0.325 0.336 0.362 -0.355 -0.560 0.382 -0.805 -0.298 -0.416 0.210 0.403 0.084 0.303 0.302 0.253 -0.503 -0.323 -0.493 -0.077 0.372 0.203 0.283 0.263 0.245 0.268 -0.333 -0.576 0.558 -0.119 -0.672 0.239 0.237 0.327 -1.250 2.866 -1.250 -0.226 -0.875 -0.154 0.624 0.173 -0.093 -1.361 0.265 0.363 0.248 0.270 0.368 0.044 0.043 -1.893 1.324 -1.195 0.303 -0.660 -0.577 0.406 0.520 0.369 -0.455 0.463 0.427 0.408 -0.036 0.312 0.402 0.264 -1.012 2.351 -0.994 -0.041 -0.333 -0.155 0.340 -0.096 0.227 -0.994 -0.269 0.328 -0.113 0.329 0.069 0.010 0.558 -1.499 0.575 -0.484

---

> Among the records above, which one has the highest HOMO energy?

C30H89N5O12